[1]
Formula: C2H4NO3
Source: OMol25
Level of theory: ωB97M-V with the def2-TZVPD basis set

The geometry in XYZ format:
```
10
Properties=species:S:1:pos:R:3
N -0.686 0.892 -1.006
C 0.573 1.097 -0.379
O 1.032 0.093 0.374
O 1.234 2.065 -0.721
H -1.111 -0.010 -0.747
H -0.667 1.070 -2.002
O -0.960 -1.579 0.308
C 0.002 -1.151 1.028
H -0.274 -0.662 1.969
H 0.857 -1.814 1.175
```

Calculated values
* ΔE to the lowest compared entry with this formula, charge and spin: 114.7 kJ/mol
* net charge: -1
* SMILES: NC(=O)OC[O-]
* HOMO-LUMO gap: 8.6 eV
* electronic energy: -9772.621 eV

=====

[2]
Formula: C2H4NO3P
Source: OMol25
Level of theory: ωB97M-V with the def2-TZVPD basis set

The geometry in XYZ format:
```
11
Properties=species:S:1:pos:R:3
C 0.628 0.811 -0.277
C 0.170 -1.118 0.552
N 1.697 1.520 0.141
O -1.666 -0.555 -1.374
O -2.609 -0.318 1.014
O -0.637 1.230 0.158
P -1.368 -0.324 0.085
H 0.632 0.330 -1.273
H 0.335 -2.062 0.127
H 0.485 -0.859 1.563
H 2.333 1.347 -0.717
```

Calculated values
* ΔE to the lowest compared entry with this formula, charge and spin: 156.8 kJ/mol
* net charge: -2
* HOMO-LUMO gap: 5.9 eV
* electronic energy: -19058.925 eV